Record 1
{"formula": "C2H4NO2", "method": "ωB97M-V/def2-TZVPD", "symbols": ["C", "C", "N", "O", "O", "H", "H", "H", "H"], "xyz": [[-1.969, 0.372, 0.201], [-0.475, 0.112, -0.183], [2.200, -0.258, -0.134], [-2.862, -0.286, -0.192], [0.281, -0.699, 0.253], [-1.877, 1.289, 0.842], [-0.081, 0.953, -0.874], [2.434, -0.426, 0.849], [2.349, -1.057, -0.761]], "atomic_forces_ev_per_a": [[0.942, -0.465, 0.349], [0.093, 2.871, -2.224], [-2.745, 0.371, -0.010], [-0.176, 0.445, 0.260], [2.812, -0.971, 0.570], [-0.982, -0.255, -0.178], [-0.437, -1.060, 0.842], [0.293, -0.583, -0.130], [0.199, -0.354, 0.522]], "lowdin_charge": [-0.146, -0.054, 0.330, 0.196, 0.140, 0.166, 0.190, 0.088, 0.090], "orbital_gap_ev": [7.955, 7.061], "e_lumo_ev": [-7.77, -8.54], "de_lowest_ev": 5.098, "total_energy_ev": -7710.858, "total_charge": 1, "mol_weight_g_mol": 74.06}

---

Record 2
{"formula": "C2H4NO2", "method": "ωB97M-V/def2-TZVPD", "symbols": ["C", "C", "N", "O", "O", "H", "H", "H", "H"], "xyz": [[0.421, 1.263, 0.173], [-1.029, -1.239, -0.131], [1.259, 0.377, 0.015], [2.284, -0.078, -0.194], [0.103, -1.258, 0.247], [0.753, 2.298, 0.089], [-0.609, 1.126, 0.456], [-1.674, -2.127, -0.058], [-1.508, -0.361, -0.596]], "atomic_forces_ev_per_a": [[-1.170, 1.992, 0.462], [-1.550, -0.638, -0.554], [1.236, -0.616, -0.376], [0.008, -0.088, 0.060], [0.699, -0.162, 0.421], [0.365, -0.178, -0.139], [0.064, -0.420, -0.018], [0.197, -0.047, 0.060], [0.149, 0.158, 0.083]], "lowdin_charge": [0.156, 0.016, -0.072, 0.314, 0.063, 0.162, 0.116, 0.132, 0.113], "orbital_gap_ev": 9.595, "e_lumo_ev": -6.94, "de_lowest_ev": 4.644, "total_energy_ev": -7711.312, "total_charge": 1, "mol_weight_g_mol": 74.06}

---

Record 3
{"formula": "C2H4NO2P", "method": "ωB97M-V/def2-TZVPD", "symbols": ["C", "C", "N", "O", "O", "P", "H", "H", "H", "H"], "xyz": [[-0.253, -0.824, 0.364], [0.526, -0.212, -0.759], [-0.924, -0.080, -0.692], [2.415, 0.751, 2.187], [-0.232, 1.866, 0.835], [0.686, 0.718, 0.857], [-0.489, -1.858, 0.535], [0.989, -0.694, -1.601], [-1.527, -0.538, -1.368], [-1.191, 0.873, -0.358]], "atomic_forces_ev_per_a": [[0.762, 0.119, 0.599], [0.786, 0.143, 0.639], [-1.359, 0.632, -0.647], [-4.256, -0.462, -3.533], [-0.768, 0.853, -0.085], [4.886, -1.032, 3.190], [-0.058, -0.064, 0.134], [0.103, 0.047, -0.106], [0.210, -0.147, 0.085], [-0.306, -0.089, -0.276]], "lowdin_charge": [-0.222, -0.221, 0.014, -0.531, -0.390, 0.822, 0.113, 0.113, 0.178, 0.123], "orbital_gap_ev": [8.885, 8.886], "e_lumo_ev": [-0.27, -0.27], "de_lowest_ev": 7.222, "total_energy_ev": -17006.188, "total_charge": 0, "mol_weight_g_mol": 105.03}

---

Record 4
{"formula": "C2H4NO2P", "method": "ωB97M-V/def2-TZVPD", "symbols": ["C", "C", "N", "O", "O", "P", "H", "H", "H", "H"], "xyz": [[-0.002, 0.493, 0.688], [0.512, -0.524, -0.327], [2.202, 0.405, 1.474], [0.890, 0.635, 1.806], [3.544, -0.563, -0.418], [2.273, -0.517, 0.247], [-0.111, 1.482, 0.223], [-0.958, 0.208, 1.127], [0.074, -1.514, -0.221], [0.441, -0.190, -1.361]], "atomic_forces_ev_per_a": [[-0.545, 0.460, -0.122], [0.556, -0.306, 0.286], [-0.470, 0.631, 1.559], [-0.876, 0.142, 0.830], [1.734, -1.386, -2.086], [-0.607, 0.702, -0.369], [0.072, -0.159, 0.004], [0.035, -0.039, -0.141], [0.036, 0.001, -0.040], [0.066, -0.045, 0.079]], "lowdin_charge": [-0.250, -0.201, -0.150, -0.225, -0.318, 0.726, 0.122, 0.122, 0.082, 0.091], "orbital_gap_ev": 8.481, "e_lumo_ev": -0.60, "de_lowest_ev": 3.531, "total_energy_ev": -17009.878, "total_charge": 0, "mol_weight_g_mol": 105.03}

---

Record 5
{"formula": "C2H4NO2P", "method": "ωB97M-V/def2-TZVPD", "symbols": ["C", "C", "N", "O", "O", "P", "H", "H", "H", "H"], "xyz": [[0.309, 0.791, -0.038], [0.211, -0.679, 0.386], [2.397, 0.629, 1.009], [1.410, 1.474, 0.595], [2.972, -1.665, 1.197], [1.848, -0.780, 1.267], [0.446, 0.881, -1.123], [-0.578, 1.356, 0.251], [-0.614, -0.878, 1.064], [0.193, -1.377, -0.448]], "atomic_forces_ev_per_a": [[-0.391, 0.157, -0.465], [0.401, 0.035, 0.520], [-0.430, 3.291, 0.015], [-0.315, 0.922, -0.015], [1.233, -4.221, 0.626], [-0.530, 0.104, -0.878], [-0.002, -0.061, 0.185], [-0.002, -0.137, -0.053], [0.000, -0.074, 0.010], [0.037, -0.016, 0.054]], "lowdin_charge": [-0.233, -0.201, -0.137, -0.211, -0.337, 0.713, 0.121, 0.120, 0.076, 0.088], "orbital_gap_ev": [7.810, 7.812], "e_lumo_ev": [-1.13, -1.13], "de_lowest_ev": 4.135, "total_energy_ev": -17009.274, "total_charge": 0, "mol_weight_g_mol": 105.03}

---

Record 6
{"formula": "C2H4NO2S", "method": "ωB97M-V/def2-TZVPD", "symbols": ["C", "C", "N", "O", "O", "S", "H", "H", "H", "H"], "xyz": [[1.531, 1.457, -0.370], [-2.038, -0.067, 0.162], [0.486, 1.054, -0.172], [-0.739, -1.448, -1.675], [-3.013, -2.271, -1.272], [-1.942, -1.432, -0.973], [2.549, 1.694, -0.261], [-0.924, 0.225, 0.366], [-2.455, 0.872, -0.265], [-2.639, -0.421, 1.030]], "atomic_forces_ev_per_a": [[0.012, -0.404, 0.816], [0.502, 0.052, 1.539], [-0.036, 0.244, -0.409], [1.141, -0.033, -0.149], [-1.069, -0.434, 0.673], [0.088, 1.534, -0.675], [0.826, 0.496, -0.468], [-1.655, -0.774, -0.307], [-0.147, -0.941, -0.419], [0.338, 0.260, -0.601]], "lowdin_charge": [0.060, -0.129, 0.085, -0.160, -0.142, 0.958, 0.079, 0.028, 0.119, 0.102], "orbital_gap_ev": 10.223, "e_lumo_ev": -7.08, "de_lowest_ev": 1.071, "total_energy_ev": -18547.960, "total_charge": 1, "mol_weight_g_mol": 106.13}

---

Record 7
{"formula": "C2H4NO2S", "method": "ωB97M-V/def2-TZVPD", "symbols": ["C", "C", "N", "O", "O", "S", "H", "H", "H", "H"], "xyz": [[-2.174, -0.195, -1.815], [0.623, 0.205, 0.782], [-1.247, 0.019, -1.199], [0.341, 2.884, 0.160], [-1.207, 1.811, 1.884], [-0.065, 1.851, 1.025], [-2.821, -0.540, -2.595], [1.025, -0.194, 1.725], [-0.266, -0.301, 0.234], [1.500, 0.111, 0.076]], "atomic_forces_ev_per_a": [[-0.321, -0.756, -1.448], [1.036, -1.092, -0.707], [0.116, 0.627, 0.554], [0.108, -0.161, 0.439], [1.708, 0.277, -0.877], [-1.426, -1.141, -0.067], [-0.517, 0.202, 0.209], [-0.879, 0.229, 0.103], [1.192, 0.698, 1.353], [-1.017, 1.116, 0.442]], "lowdin_charge": [0.062, -0.128, 0.073, -0.157, -0.169, 0.973, 0.094, 0.094, 0.040, 0.119], "orbital_gap_ev": 10.225, "e_lumo_ev": -7.28, "de_lowest_ev": 1.067, "total_energy_ev": -18547.965, "total_charge": 1, "mol_weight_g_mol": 106.13}

---

Record 8
{"formula": "C2H4NO3S", "method": "ωB97M-V/def2-TZVPD", "symbols": ["C", "C", "N", "O", "O", "O", "S", "H", "H", "H", "H"], "xyz": [[0.470, 0.095, -0.047], [1.903, -0.201, 0.190], [-0.349, -0.789, -0.475], [-1.699, 1.447, -0.388], [-2.397, -0.418, 1.077], [-2.756, -0.504, -1.307], [-1.951, -0.021, -0.238], [0.099, 1.071, 0.220], [2.235, -0.930, -0.494], [1.896, -0.621, 1.197], [2.551, 0.871, 0.265]], "atomic_forces_ev_per_a": [[5.651, 4.042, 1.651], [0.033, 3.227, 2.226], [-5.175, -1.470, -2.398], [0.009, -1.949, 0.252], [0.244, 0.041, 0.479], [-0.541, -0.937, -1.203], [-0.977, 0.961, 0.556], [0.332, 0.288, -0.529], [0.950, -0.681, -0.979], [1.053, -0.405, 0.433], [-1.578, -3.118, -0.487]], "lowdin_spin": [0.650, 0.135, 0.862, 0.125, 0.019, 0.040, 0.041, 0.064, 0.013, 0.036, 0.013], "spin_multiplicity": 3, "s2": 2.01, "orbital_gap_ev": [5.398, 6.499], "e_lumo_ev": [4.03, 1.15], "de_lowest_ev": 0.520, "total_energy_ev": -20602.896, "total_charge": -1, "mol_weight_g_mol": 122.12}

---

Record 9
{"formula": "C2H4NOP", "method": "ωB97M-V/def2-TZVPD", "symbols": ["C", "C", "N", "O", "P", "H", "H", "H", "H"], "xyz": [[0.168, 1.203, 0.164], [-0.048, -0.262, 0.169], [1.414, 1.574, -0.002], [2.202, 0.526, -0.106], [1.572, -1.014, -0.064], [-0.640, 1.957, 0.084], [-0.991, -0.774, -0.063], [-0.066, -0.569, -1.840], [1.771, -0.917, 1.390]], "atomic_forces_ev_per_a": [[-0.413, -0.983, -0.442], [-0.372, 0.746, -3.237], [-2.205, 0.810, 0.616], [2.466, -0.116, -1.456], [-0.472, 0.167, 2.505], [0.793, -0.574, 0.407], [0.182, 0.412, 0.829], [-0.088, 0.451, 1.073], [0.110, -0.912, -0.294]], "lowdin_charge": [-0.242, -0.341, -0.023, -0.471, 0.832, 0.116, 0.026, 0.133, -0.031], "orbital_gap_ev": [7.419, 8.162], "e_lumo_ev": [-0.88, -0.95], "de_lowest_ev": 5.384, "total_energy_ev": -14959.262, "total_charge": 0, "mol_weight_g_mol": 89.03}

---

Record 10
{"formula": "C2H4NOP", "method": "ωB97M-V/def2-TZVPD", "symbols": ["C", "C", "N", "O", "P", "H", "H", "H", "H"], "xyz": [[0.212, -0.537, -1.211], [0.595, 0.629, -0.305], [0.387, -0.651, 0.199], [-1.312, 0.061, 3.220], [-1.634, -0.566, 1.958], [-0.661, -0.557, -1.756], [1.080, -0.955, -1.747], [1.627, 1.159, -0.188], [-0.295, 1.417, -0.169]], "atomic_forces_ev_per_a": [[3.626, 1.121, 0.472], [-0.951, 3.430, -0.591], [-1.209, -1.364, 2.612], [0.466, 0.536, 0.779], [0.489, -0.774, -1.944], [-2.134, 0.049, -0.699], [-0.541, -0.163, 0.083], [-1.765, -1.262, -0.456], [2.020, -1.573, -0.255]], "lowdin_charge": [-0.236, -0.321, -0.144, -0.565, 0.884, 0.058, 0.098, 0.116, 0.110], "orbital_gap_ev": [7.907, 6.027], "e_lumo_ev": [-1.09, -1.42], "de_lowest_ev": 3.798, "total_energy_ev": -14960.847, "total_charge": 0, "mol_weight_g_mol": 89.03}